Record 1
Below is C35H45Cl3INOPPd as an isolated structure, with properties calculated with ωB97M-V/def2-TZVPD.

Atoms and positions in Å:
Pd 0.16025 0.01221 0.17198
Cl 2.20376 -5.25693 1.19348
C 0.86874 -4.40761 1.92554
C 0.08630 -5.07747 2.85385
C -0.99127 -4.46693 3.44257
Cl -1.94360 -5.34553 4.62362
C -1.33720 -3.14536 3.09336
C -2.44954 -2.46078 3.63464
C -2.74162 -1.19792 3.21365
C -1.93067 -0.60897 2.23079
N -0.89118 -1.21840 1.70565
C -0.54637 -2.46217 2.13171
C 0.64389 -3.06781 1.50823
O 1.34197 -2.46096 0.68025
H 0.33439 -6.09793 3.11543
H -3.06084 -2.95486 4.37750
H -3.58515 -0.65022 3.61188
H -2.13829 0.38675 1.85659
C -3.92727 -4.36439 -0.98688
C -4.06709 -3.15190 -0.07240
C -3.37785 -1.92800 -0.69650
C -2.11757 -2.32398 -1.49511
C -1.51423 -3.58562 -0.87150
C -2.45003 -4.78060 -1.09185
P -0.94417 -0.91099 -1.71010
C -1.99464 0.38288 -2.51557
C -2.93470 -0.04028 -3.66434
C -4.04384 0.99667 -3.89313
C -3.50177 2.40278 -3.66253
C -3.16645 2.59389 -2.17455
C -2.73596 1.27572 -1.50980
C 0.16208 -1.45717 -3.09016
C -0.44884 -2.22617 -4.29306
C -0.02080 -3.69113 -4.31625
C 1.50051 -3.82122 -4.45902
C 2.24009 -2.70886 -3.69323
C 1.39608 -2.18890 -2.53582
H -4.31706 -4.10237 -1.97661
H -4.53353 -5.19879 -0.62794
H -3.61949 -3.37683 0.90053
H -5.11907 -2.92400 0.11568
H -3.11459 -1.21945 0.09100
H -4.08006 -1.41453 -1.35923
H -2.43574 -2.59872 -2.50660
H -1.38674 -3.42512 0.19560
H -0.52123 -3.80672 -1.25717
H -2.22409 -5.54283 -0.34177
H -2.25899 -5.23377 -2.06948
H -1.21927 1.01195 -2.95567
H -3.38719 -1.01774 -3.48284
H -2.34722 -0.13301 -4.58159
H -4.87345 0.81818 -3.20086
H -4.45115 0.88668 -4.90088
H -4.21430 3.16155 -3.99312
H -2.60083 2.53431 -4.27174
H -4.03918 2.99294 -1.65012
H -2.37581 3.33952 -2.06349
H -3.61524 0.75442 -1.12596
H -2.08696 1.47569 -0.65352
H 0.52522 -0.49833 -3.47980
H -0.10342 -1.75035 -5.21736
H -1.53571 -2.15618 -4.31454
H -0.52155 -4.21672 -5.13376
H -0.34972 -4.17628 -3.39469
H 1.77179 -3.78342 -5.51810
H 1.81491 -4.80106 -4.09126
H 2.45822 -1.87431 -4.36722
H 3.20080 -3.07723 -3.32786
H 1.95785 -1.51177 -1.89487
H 1.12517 -3.01236 -1.87332
I 2.26381 2.49625 2.21209
C 0.87210 0.85243 1.95714
H 0.03128 1.20554 2.55485
H 1.36289 0.05220 2.51125
Cl 2.52817 1.58222 -6.71692
C 2.13672 1.58452 -5.01046
C 2.92289 0.86213 -4.12673
C 2.59419 0.85637 -2.78110
C 1.47700 1.53901 -2.28584
C 1.16098 1.49575 -0.82223
C 0.75779 2.31014 -3.19907
C 1.06537 2.32884 -4.55422
H 3.78353 0.31538 -4.48897
H 3.21627 0.30350 -2.08842
H 2.09305 1.34018 -0.27351
H 0.80457 2.47370 -0.48924
H -0.06717 2.91632 -2.84265
H 0.48324 2.92364 -5.24631

Forces on atoms 1 to 3 (eV/Å):
Pd -0.4 -0.1 0.3
Cl 0.0 0.0 0.0
C 0.0 0.0 0.0

Calculated values
HOMO-LUMO gap: 6.730 eV
Highest occupied orbital energy: -4.320 eV
Relative energy (zero: lowest compared OMol25 entry of this formula, charge and spin): 1.6237 eV
LUMO: 0.089 Eh
Charge: -1
Energy: -99003.3934 eV

---

Record 2
Below is a single H3NP2 molecule at a distorted geometry, with properties calculated with ωB97M-V/def2-TZVPD.

Atoms and positions in Å:
H 1.10162 -2.14837 1.50425
P 1.71189 -1.04140 0.68696
N 0.42536 -0.16740 0.60595
P -0.41949 1.19931 0.36586
H -1.71086 0.68177 -0.22690
H -0.03153 1.85522 -0.93399

Forces on atoms 1 to 3 (eV/Å):
H 0.7 0.6 -0.6
P -1.1 -0.5 0.7
N 0.6 -0.6 -0.3

Calculated values
HOMO-LUMO gap: 8.171 eV
Highest occupied orbital energy: -8.920 eV
Relative energy (zero: lowest compared OMol25 entry of this formula, charge and spin): 0.0418 eV
LUMO: -0.028 Eh
SMILES string: [H]/P=N/P
Charge: 0
Energy: -20114.3222 eV

---

Record 3
Below is C46H36N5O12S3W as an isolated structure, with properties calculated with ωB97M-V/def2-TZVPD.

Atoms and positions in Å:
W -0.16971 0.01012 -0.94241
O 1.01658 -0.93449 0.16159
C 1.44103 -2.02527 0.83488
C 2.03424 -3.05839 0.12539
C 2.55568 -4.14460 0.81274
C 2.53632 -4.18214 2.19972
C 1.98478 -3.12077 2.90484
C 1.41395 -2.04305 2.24334
C 0.85563 -0.87930 2.95443
N -0.09363 -0.31592 2.34664
N -0.60949 0.88651 2.73157
C -0.85598 1.58844 1.68906
O -0.53127 1.20464 0.44785
C -1.55833 2.88446 1.79083
C -2.73487 3.05742 1.07026
C -3.44380 4.24344 1.18328
C -2.96693 5.25928 2.00054
C -1.78855 5.08418 2.71488
C -1.08539 3.89293 2.61832
H 2.08140 -2.99204 -0.95211
H 2.99589 -4.95953 0.25207
H 2.95955 -5.02553 2.72979
H 1.98068 -3.12699 3.98889
H 1.31052 -0.50613 3.87683
H -3.09575 2.25536 0.43790
H -4.35752 4.37597 0.61798
H -3.51233 6.19177 2.07868
H -1.41435 5.87990 3.34670
H -0.16395 3.74244 3.16474
O -4.00270 -1.69885 0.21957
S -2.86013 -1.82812 -0.63814
O -3.03038 -1.57655 -2.03513
O -1.70658 -1.02821 -0.02646
C -2.31174 -3.52310 -0.53106
C -2.92140 -4.32696 0.41946
C -2.60594 -5.67564 0.49864
C -1.68193 -6.22285 -0.37320
C -1.05659 -5.42156 -1.31810
C -1.36739 -4.07366 -1.40665
S -0.40579 -3.11431 -2.57959
O -1.16407 -2.79701 -3.74588
O 0.81393 -3.85284 -2.76280
O -0.12220 -1.91601 -1.69931
H -3.65026 -3.87809 1.07955
H -3.08693 -6.29502 1.24506
H -1.42976 -7.27416 -0.31418
H -0.30098 -5.81958 -1.98082
S -0.16897 0.49741 -5.61532
C -0.01139 0.30196 -4.05773
N 0.11695 0.18130 -2.88841
O 2.84346 -0.50756 -2.14771
C 2.78565 0.58450 -1.63526
N 3.84854 1.46553 -1.50859
C 3.38311 2.76532 -1.05506
C 1.94750 2.41068 -0.58523
O 1.27260 3.15904 0.07782
N 1.65398 1.15410 -1.05030
C 4.17619 3.30693 0.12275
C 5.13667 2.53892 0.76562
C 5.82762 3.05082 1.85867
C 5.55691 4.32930 2.31802
C 4.59031 5.09829 1.67972
C 3.90617 4.59233 0.58743
C 3.33962 3.75328 -2.22021
C 4.55357 4.21070 -2.73244
C 4.58276 5.05346 -3.83058
C 3.39226 5.45424 -4.42658
C 2.18504 5.00595 -3.91745
C 2.15216 4.15838 -2.81490
H 4.55257 1.40365 -2.22689
H 5.33242 1.53532 0.41221
H 6.57586 2.44282 2.35184
H 6.09358 4.72692 3.17038
H 4.36807 6.09619 2.03663
H 3.14908 5.18678 0.09293
H 5.47942 3.91406 -2.25076
H 5.53161 5.40063 -4.22030
H 3.41057 6.11183 -5.28659
H 1.25447 5.30737 -4.38225
H 1.20052 3.80318 -2.44082
C -6.16301 5.60085 -3.36828
C -5.00250 4.70064 -3.03809
C -3.84833 5.20312 -2.45872
C -2.76704 4.38886 -2.13250
C -1.55133 5.05577 -1.53448
C -2.87259 3.01022 -2.37609
C -4.02639 2.47725 -2.97582
C -4.18001 1.01708 -3.30747
C -5.06616 3.33908 -3.30118
C -1.72825 2.13252 -1.98774
O -0.56941 2.54089 -2.01147
O -1.97923 0.92430 -1.57929
H -5.88229 6.65127 -3.29282
H -6.99606 5.42541 -2.68384
H -6.52790 5.41545 -4.37973
H -3.77589 6.26660 -2.25432
H -1.82113 6.05548 -1.19185
H -0.76013 5.14903 -2.27960
H -1.12750 4.49831 -0.70106
H -3.28253 0.59203 -3.75464
H -5.01290 0.88144 -3.99760
H -4.36858 0.42290 -2.41517
H -5.95070 2.92886 -3.77754

Forces on atoms 1 to 3 (eV/Å):
W 0.2 -0.5 -0.1
O -0.3 0.0 -0.1
C 0.1 0.2 0.0

Calculated values
HOMO-LUMO gap: 6.893 eV
Highest occupied orbital energy: -6.337 eV
Relative energy (zero: lowest compared OMol25 entry of this formula, charge and spin): 1.7476 eV
LUMO: 0.020 Eh
Charge: -1
Energy: -114644.0536 eV

---

Record 4
Below is C51H45CdGeN12O4 as an isolated structure, with properties calculated with ωB97M-V/def2-TZVPD.

Atoms and positions in Å:
Cd 0.36838 1.01836 0.39922
N -0.01577 2.31074 4.77743
C 0.62799 2.48777 3.61034
O 0.23850 1.86557 2.61287
C 1.79401 3.44697 3.68907
C 2.49993 3.79920 2.39002
H -0.79167 1.67307 4.83240
H 0.25452 2.81332 5.60428
H 2.50079 2.97658 4.38182
H 1.42315 4.34413 4.19497
H 2.78467 2.90909 1.83461
H 3.42502 4.32603 2.63410
C -5.35295 0.10224 0.03316
N -4.03763 0.56673 0.46430
C -2.85721 0.42972 -0.12811
N -1.91551 0.96738 0.63262
C -2.60704 1.43105 1.71460
N -3.89353 1.19965 1.65306
C -5.57145 -1.38376 0.21121
C -6.56072 -2.00350 -0.54471
C -6.86308 -3.34177 -0.34494
C -6.16831 -4.07946 0.59982
C -5.15761 -3.47122 1.33381
C -4.86131 -2.12343 1.14509
C -4.41692 -4.26284 2.31998
N -4.83357 -5.24637 3.03201
N -3.74781 -5.65138 3.81223
C -2.77246 -4.87712 3.50093
O -3.11617 -3.95909 2.55974
C -1.39059 -4.89568 3.98535
C -1.09668 -5.42552 5.23621
C 0.21671 -5.43165 5.67798
C 1.22978 -4.91842 4.87979
C 0.94097 -4.40944 3.61944
C 2.06416 -3.92200 2.73033
N 1.60078 -2.95492 1.74137
C 0.99919 -1.78646 1.94043
N 0.62606 -1.27684 0.77898
C 1.05760 -2.20263 -0.12515
N 1.64451 -3.23955 0.41832
C -0.37381 -4.39918 3.17686
H -5.50159 0.38779 -1.00688
H -6.05830 0.66434 0.64164
H -2.71707 -0.07027 -1.07355
H -2.13815 1.95121 2.53147
H -7.10995 -1.43260 -1.28575
H -7.63994 -3.81238 -0.93281
H -6.39217 -5.12454 0.76985
H -4.08995 -1.65928 1.74890
H -1.89624 -5.82070 5.84928
H 0.45384 -5.83261 6.65453
H 2.25316 -4.92436 5.23898
H 2.48187 -4.74328 2.15204
H 2.86672 -3.48157 3.31995
H 0.83690 -1.34842 2.91276
H 0.92965 -2.10319 -1.19246
H -0.62244 -4.02342 2.19161
C 0.02520 -5.07321 -4.83226
O 0.87698 -4.43110 -3.89520
C 1.66149 -3.42312 -4.34940
C 1.58635 -2.88292 -5.62709
C 2.44786 -1.84851 -5.98174
C 3.34495 -1.31886 -5.07358
C 3.43357 -1.88694 -3.79893
C 2.60590 -2.93116 -3.44412
N 4.22092 -0.28025 -5.57747
N 4.55046 0.70223 -4.89194
C 3.96199 0.90926 -3.59234
C 4.79284 1.11013 -2.52716
C 4.30383 1.21285 -1.21684
C 2.95181 1.14917 -0.93501
O 2.49205 1.19408 0.28986
C 2.06276 1.04068 -2.07186
N 0.71471 1.03552 -1.83319
C -0.12864 0.96646 -2.83858
C 0.28535 0.92209 -4.17570
C 1.62392 0.92558 -4.44334
C 2.56367 0.94682 -3.38857
H -0.45526 -5.88516 -4.29563
H 0.59691 -5.47892 -5.66917
H -0.73806 -4.38937 -5.21087
H 0.88077 -3.25886 -6.35372
H 2.41281 -1.43120 -6.98159
H 4.16909 -1.53120 -3.09178
H 2.67828 -3.39342 -2.46617
H 5.86210 1.12466 -2.70833
H 4.98892 1.32438 -0.38605
H -1.18484 0.96808 -2.59215
H -0.44899 0.89560 -4.96868
H 1.97366 0.93690 -5.46770
Ge 1.49933 5.02439 1.23987
C -0.42671 4.74225 1.36328
C -1.04808 5.13637 2.55141
C -2.42532 5.05554 2.70670
C -3.21593 4.59671 1.66095
C -2.61960 4.21048 0.46929
C -1.23745 4.27425 0.32623
C 2.32903 5.07072 -0.51398
C 1.79087 4.59720 -1.70870
C 2.48901 4.72433 -2.90403
C 3.74992 5.30068 -2.91907
C 4.30698 5.76433 -1.73524
C 3.59585 5.66010 -0.54966
H 1.73177 6.42351 1.86069
H -0.45263 5.53768 3.36571
H -2.88441 5.37072 3.63563
H -4.29225 4.55554 1.77045
H -3.23146 3.86612 -0.35615
H -0.80262 3.96606 -0.61565
H 0.81545 4.13095 -1.73404
H 2.04334 4.37418 -3.82625
H 4.29408 5.39533 -3.85012
H 5.29107 6.21572 -1.73786
H 4.03523 6.05448 0.36145

Forces on atoms 1 to 3 (eV/Å):
Cd -0.3 -0.1 0.4
N 0.0 0.0 0.1
C -0.3 -0.2 -0.1

Calculated values
HOMO-LUMO gap: 7.114 eV
Highest occupied orbital energy: -9.364 eV
Relative energy (zero: lowest compared OMol25 entry of this formula, charge and spin): 0.0700 eV
LUMO: -0.083 Eh
Charge: +1
Energy: -140764.0229 eV

---

Record 5
Below is C19H28N6O4PRuS3 as an isolated structure at a distorted geometry, with properties calculated with ωB97M-V/def2-TZVPD.

Atoms and positions in Å:
Ru 0.14040 -1.21040 0.06936
C 2.15181 -1.12799 -5.50422
C 2.84101 -0.79170 -4.18515
N 2.66553 -1.86320 -3.22473
C 1.56002 -1.85808 -2.42989
S 1.74124 -2.69204 -0.87185
N 0.44364 -1.32149 -2.78878
N -0.50616 -1.33324 -1.85472
C -1.78776 -1.01156 -2.08885
C -2.20022 -0.29970 -3.34499
C -2.68253 -1.41266 -1.07532
C -4.06447 -1.10251 -1.03616
C -4.83275 -1.55192 0.00617
C -4.24570 -2.33347 1.00805
C -2.88233 -2.58689 0.92120
N -2.12267 -2.15856 -0.05951
H 2.24730 -0.29076 -6.19144
H 1.10177 -1.32352 -5.31263
H 2.60095 -2.00928 -5.95757
H 2.41841 0.13264 -3.77169
H 3.91102 -0.64845 -4.35169
H 3.48851 -2.14081 -2.71015
H -1.30378 -0.02629 -3.89488
H -2.76890 0.60514 -3.12009
H -2.82112 -0.94535 -3.97021
H -4.49171 -0.49353 -1.81881
H -5.88668 -1.30294 0.05989
H -4.81977 -2.70646 1.84174
H -2.37770 -3.18016 1.67247
C 5.18182 -0.28849 4.12005
C 4.18356 -1.21783 3.44777
O 3.90276 -0.74369 2.13676
P 2.44109 -0.24764 1.70503
S 2.65040 0.48785 -0.11564
S 1.07661 -1.64091 2.30589
O 2.26747 0.97514 2.76746
C 1.05321 1.70838 2.73193
C 1.12486 2.77741 3.80599
H 5.41209 -0.64655 5.12064
H 4.76492 0.71244 4.18204
H 6.09741 -0.25009 3.53503
H 3.25403 -1.28173 4.02186
H 4.60307 -2.22410 3.34022
H 0.21013 1.02701 2.90776
H 0.93655 2.15761 1.73664
H 1.20962 2.31072 4.78213
H 0.23057 3.39458 3.78061
H 2.00041 3.39895 3.63746
C -1.91594 3.43188 -1.16064
N -2.00437 2.43529 -0.12618
C -2.99430 2.44866 0.80381
C -3.10343 1.48305 1.72653
C -2.14343 0.37683 1.74357
O -2.16745 -0.50317 2.59148
N -1.20048 0.40044 0.75383
C -1.10982 1.35706 -0.17284
O -0.25754 1.32321 -1.05645
H -2.46177 4.32524 -0.86054
H -2.33271 3.05167 -2.09653
H -0.86671 3.66899 -1.33047
H -3.67302 3.29291 0.75316
H -3.88692 1.48403 2.46611

Forces on atoms 1 to 3 (eV/Å):
Ru -0.9 -1.7 0.5
C 0.2 0.2 0.2
C -0.2 0.0 -0.5

Calculated values
HOMO-LUMO gap (alpha / beta): 6.102 / 6.104 eV
Highest occupied orbital energy (alpha / beta): -3.684 / -3.687 eV
Relative energy (zero: lowest compared OMol25 entry of this formula, charge and spin): 2.3800 eV
LUMO (alpha / beta): 0.089 / 0.089 Eh
Charge: -1
Energy: -81669.8709 eV

---

Record 6
Below is a single C22H25N3O3 molecule at a distorted geometry, with properties calculated with ωB97M-V/def2-TZVPD.

Atoms and positions in Å:
C -1.13446 2.32318 4.87010
O -0.11928 2.52573 3.91715
C -0.55914 2.32589 2.59640
C -0.83134 0.87164 2.24355
C -1.81147 0.54640 1.31714
C -1.98962 -0.77212 0.93722
C -1.19097 -1.76571 1.47929
C -0.21151 -1.44159 2.40248
C -0.02606 -0.12354 2.77973
C 0.52194 2.71554 1.65075
N 0.37064 3.30357 0.51025
N 1.57836 3.29644 -0.09364
C 2.40300 2.70486 0.70958
C 3.82896 2.38911 0.46314
C 3.99967 1.76678 -0.92971
C 3.23656 0.44759 -1.01907
O 3.74961 -0.61945 -0.75245
N 1.94817 0.57636 -1.39656
C 1.08568 -0.56146 -1.62755
C 0.62754 -0.60058 -3.08628
C 0.02113 -1.95236 -3.47450
C -1.25015 -2.27343 -2.73999
C -1.31337 -3.34203 -1.85608
C -2.50001 -3.66723 -1.22161
C -3.64028 -2.91799 -1.45394
C -3.58584 -1.84230 -2.32543
C -2.40109 -1.52679 -2.96506
O 1.79007 2.30860 1.84281
H -1.96529 3.02140 4.71214
H -1.52075 1.29853 4.83492
H -0.68085 2.50998 5.84092
H -1.44392 2.94341 2.37535
H -2.42265 1.32712 0.88860
H -2.74645 -1.02653 0.21108
H -1.33060 -2.79046 1.17174
H 0.41697 -2.21279 2.82165
H 0.74339 0.14691 3.48792
H 4.42148 3.30509 0.52696
H 4.16810 1.69573 1.23411
H 5.05600 1.55416 -1.09461
H 3.64279 2.46719 -1.68421
H 1.57378 1.49423 -1.58802
H 1.67909 -1.44755 -1.38919
H 0.22200 -0.52380 -0.95401
H -0.09680 0.19785 -3.25943
H 1.49512 -0.41483 -3.72397
H -0.18907 -1.93636 -4.54764
H 0.75818 -2.73571 -3.28901
H -0.42732 -3.93263 -1.67148
H -2.53805 -4.51267 -0.54947
H -4.56760 -3.17203 -0.96139
H -4.47236 -1.25343 -2.51274
H -2.37192 -0.69791 -3.65794

Forces on atoms 1 to 3 (eV/Å):
C -0.2 -0.1 0.1
O 0.3 0.1 -0.3
C 0.0 -0.2 -0.1

Calculated values
HOMO-LUMO gap: 9.859 eV
Highest occupied orbital energy: -9.051 eV
Relative energy (zero: lowest compared OMol25 entry of this formula, charge and spin): 2.8942 eV
LUMO: 0.030 Eh
SMILES string: CO[C@H](c1ccccc1)c1nnc(CCC(=O)NCCCc2ccccc2)o1
Charge: 0
Energy: -33832.6386 eV

---

Which formula does entry 3 have?
C46H36N5O12S3W